Entry 1:
C12H32Mn2N4O16S2 | ωB97M-V/def2-TZVPD

XYZ file:
```
68
C12H32Mn2N4O16S2, DFT ωB97M-V/def2-TZVPD
Mn 0.18 -2.63 0.74
Mn 2.09 0.37 1.06
N 3.34 -2.74 0.77
O 4.36 -3.39 0.73
O 3.39 -1.55 1.16
O 2.24 -3.21 0.36
N 1.28 -1.23 3.52
O 1.52 -1.50 4.68
O 1.62 -0.07 3.04
O 0.60 -1.93 2.74
N -2.91 -1.99 0.45
O -1.73 -1.98 0.96
O -3.11 -2.70 -0.55
O -3.79 -1.29 0.94
O 0.73 -0.76 0.04
H 0.20 -0.29 -0.61
C -2.96 4.42 1.19
C -2.08 3.24 1.59
N -2.70 2.26 2.50
C -1.66 1.20 2.61
C -2.00 0.21 3.71
C -3.00 2.94 3.77
C -1.80 3.52 4.57
H -3.19 5.08 2.03
H -3.90 4.04 0.79
H -2.42 5.02 0.45
H -1.87 2.78 0.62
H -1.03 3.49 1.85
H -1.52 0.74 1.63
H -0.70 1.68 2.86
H -3.00 -0.21 3.58
H -1.37 -0.68 3.70
H -1.90 0.70 4.68
H -3.51 2.23 4.42
H -3.76 3.69 3.55
H -1.04 2.81 4.90
H -2.24 3.95 5.47
H -1.29 4.25 3.94
O 3.23 0.56 -0.75
S 3.46 1.22 -2.04
O 3.90 2.59 -2.08
O 4.36 0.27 -3.01
C 4.32 -1.13 -2.72
C 5.46 -1.56 -1.82
C 1.94 1.15 -3.07
H 4.43 -1.67 -3.66
H 3.37 -1.45 -2.29
H 5.24 -2.60 -1.54
H 5.40 -1.01 -0.88
H 6.47 -1.51 -2.21
H 1.15 1.46 -2.39
H 1.77 0.14 -3.43
H 2.12 1.84 -3.89
O 1.51 -2.86 -3.23
S 0.13 -2.87 -2.82
O -0.21 -3.15 -1.45
O -0.47 -1.42 -3.16
C -1.83 -1.12 -2.84
C -2.13 0.27 -3.42
C -0.77 -4.01 -3.93
H -1.95 -1.14 -1.75
H -2.56 -1.87 -3.16
H -3.17 0.44 -3.67
H -1.53 0.40 -4.31
H -1.85 1.00 -2.66
H -1.81 -3.71 -3.80
H -0.59 -5.00 -3.53
H -0.47 -3.76 -4.94
```

**Charge**: 0
**HOMO-LUMO gap (alpha / beta)**: 7.521 / 7.096 eV
**Spin multiplicity**: 11
**Total energy**: -135985.2453 eV

---

Entry 2:
C12H32N3O5 | ωB97M-V/def2-TZVPD

XYZ file:
```
52
C12H32N3O5, DFT ωB97M-V/def2-TZVPD
N 6.25 -1.21 -0.24
C 5.93 -0.56 -1.57
C 4.94 0.77 -1.33
C 4.01 0.61 0.01
C 2.75 1.69 0.07
C 1.82 1.47 -1.26
N 0.35 1.15 -0.93
C 0.33 -0.31 -0.46
C -1.14 -0.83 0.04
C -1.63 -2.10 -0.92
O -2.27 -1.64 -2.19
N -0.33 1.26 -2.17
C -1.57 1.87 -1.96
O -2.92 1.94 -1.82
H 6.61 -2.18 -0.47
H 7.00 -0.62 0.19
H 6.89 -0.12 -2.13
H 5.39 -1.27 -2.35
H 4.33 0.87 -2.34
H 5.61 1.74 -1.22
H 3.51 -0.46 0.11
H 4.73 0.78 0.95
H 3.22 2.78 0.11
H 2.13 1.56 1.09
H 1.83 2.47 -1.87
H 2.20 0.53 -1.89
H -0.07 1.81 -0.23
H 0.61 -0.95 -1.42
H 1.10 -0.54 0.39
H -1.02 -1.26 1.13
H -1.97 -0.01 0.07
H -2.31 -2.84 -0.31
H -0.67 -2.74 -1.23
H -1.96 -2.27 -2.93
C 0.46 2.20 3.99
O -0.18 2.21 2.72
H 1.50 1.90 3.85
H 0.43 3.20 4.42
H -0.04 1.48 4.64
H -1.10 2.48 2.88
C -5.95 2.23 0.84
O -6.00 2.50 -0.54
H -6.88 2.57 1.31
H -5.84 1.15 1.00
H -5.10 2.76 1.29
H -5.16 2.18 -0.93
C -5.16 -4.65 0.28
O -4.18 -4.41 1.27
H -5.06 -3.90 -0.51
H -5.01 -5.64 -0.15
H -6.15 -4.58 0.73
H -4.29 -5.09 1.96
```

**Charge**: +1
**HOMO-LUMO gap**: 6.863 eV
**Total energy**: -27654.7979 eV

---

Entry 3:
C12H32O10SV | ωB97M-V/def2-TZVPD

XYZ file:
```
56
C12H32O10SV, DFT ωB97M-V/def2-TZVPD
O -0.27 -1.42 -0.33
V 0.25 0.12 -0.61
O 1.44 0.11 -1.63
S -0.59 2.55 0.44
O -1.70 3.21 -0.24
O -0.17 3.27 1.61
O -0.91 1.18 0.80
O 0.48 2.38 -0.54
C 1.95 -1.63 3.16
C 2.50 -1.04 1.81
C 2.52 -2.16 0.77
O 1.65 -0.01 1.29
H 0.89 -1.86 3.04
H 2.08 -0.92 3.97
H 2.47 -2.56 3.41
H 3.48 -0.60 1.97
H 1.62 -2.76 0.61
H 3.13 -3.00 1.09
H 2.88 -1.71 -0.16
H 1.60 0.73 1.90
C 4.68 2.52 -0.98
C 3.45 3.42 -0.54
C 3.84 4.84 -0.14
O 2.61 3.55 -1.65
H 4.36 1.82 -1.75
H 5.09 1.95 -0.14
H 5.51 3.03 -1.48
H 2.82 2.93 0.21
H 2.99 5.29 0.37
H 4.10 5.49 -0.97
H 4.71 4.74 0.51
H 1.87 2.94 -1.60
C -2.43 -3.41 1.20
C -3.45 -2.78 2.14
C -4.71 -3.69 2.34
O -2.96 -2.54 3.46
H -2.67 -3.34 0.13
H -2.26 -4.46 1.46
H -1.48 -2.92 1.36
H -3.75 -1.84 1.69
H -5.21 -3.89 1.39
H -5.40 -3.18 3.03
H -4.41 -4.58 2.89
H -2.33 -1.82 3.36
C -2.84 -1.12 -2.84
C -1.98 0.08 -3.22
C -2.71 1.20 -4.05
O -1.57 0.62 -2.04
H -2.57 -1.48 -1.85
H -2.58 -1.99 -3.44
H -3.90 -0.87 -2.79
H -1.11 -0.20 -3.82
H -2.02 1.96 -4.40
H -3.44 1.69 -3.40
H -3.26 0.89 -4.94
H -2.27 1.25 -1.84
```

**Charge**: -1
**HOMO-LUMO gap**: 8.067 eV
**Energy relative to the best compared isomer or geometry (same formula, charge and spin)**: 0.0 kcal/mol
**Total energy**: -69963.8002 eV

---

Entry 4:
C12H33BeNO8 | ωB97M-V/def2-TZVPD

XYZ file:
```
55
C12H33BeNO8, DFT ωB97M-V/def2-TZVPD
Be -0.04 -0.05 0.10
C -0.39 3.13 1.39
O -0.24 2.26 0.26
C 0.27 2.92 -0.89
C -0.06 2.03 -2.07
N 0.72 0.81 -1.98
C 0.35 -0.23 -2.94
C -1.00 -0.89 -2.83
O -1.08 -1.51 -1.59
C -1.54 -2.86 -1.60
H -1.23 3.82 1.27
H 0.51 3.75 1.45
H -0.47 2.51 2.27
H 1.36 2.95 -0.77
H -0.15 3.91 -1.07
H 0.05 2.51 -3.05
H -1.13 1.86 -2.00
H 1.67 1.10 -2.15
H 1.06 -1.04 -2.74
H 0.52 0.10 -3.97
H -0.86 -1.62 -3.64
H -1.90 -0.35 -3.17
H -1.54 -3.35 -0.64
H -0.89 -3.43 -2.27
H -2.54 -2.85 -2.03
C 1.69 -3.08 0.52
C 0.49 -3.30 1.41
O -0.36 -2.12 1.43
O 1.38 -2.12 -0.50
H 1.96 -4.06 0.13
H 2.56 -2.69 1.05
H 0.74 -3.49 2.45
H -0.14 -4.11 1.05
H -0.85 -2.13 2.26
H 1.94 -2.40 -1.23
C -2.78 0.83 1.67
C -3.10 0.16 0.40
O -2.04 0.50 -0.50
O -1.44 0.39 1.95
H -3.44 0.61 2.50
H -2.69 1.92 1.57
H -4.07 0.53 0.04
H -3.14 -0.93 0.47
H -2.27 0.41 -1.42
H -1.27 0.19 2.88
C 2.14 1.37 2.26
C 3.17 1.00 1.26
O 2.51 0.56 0.07
O 1.23 0.29 2.40
H 1.69 2.34 2.06
H 2.69 1.53 3.19
H 3.65 0.11 1.68
H 3.87 1.80 1.02
H 3.08 0.51 -0.70
H 1.34 -0.12 3.26
```

**Charge**: +2
**HOMO-LUMO gap**: 10.335 eV
**Energy relative to the best compared isomer or geometry (same formula, charge and spin)**: 0.0 kcal/mol
**Total energy**: -31233.2381 eV

---

Entry 5:
C12H33BrFeN3O3 | ωB97M-V/def2-TZVPD

XYZ file:
```
53
C12H33BrFeN3O3, DFT ωB97M-V/def2-TZVPD
Fe 5.98 -22.85 0.36
Br 8.23 -22.61 -0.57
C 11.95 -21.20 0.65
C 11.86 -22.49 1.47
C 12.96 -22.70 2.51
O 14.14 -22.94 1.82
C 15.22 -23.20 2.72
N 10.58 -22.37 2.12
H 11.13 -20.94 -0.03
H 12.80 -21.28 -0.03
H 12.14 -20.31 1.25
H 11.88 -23.29 0.73
H 12.66 -23.49 3.20
H 13.08 -21.80 3.13
H 16.11 -23.50 2.16
H 14.97 -23.94 3.47
H 15.54 -22.24 3.13
H 10.55 -21.60 2.81
H 9.86 -22.07 1.44
C 8.69 -26.02 -2.10
C 9.99 -26.33 -1.41
C 11.17 -25.94 -2.31
O 12.35 -26.48 -1.74
C 13.55 -25.75 -2.02
N 10.17 -25.66 -0.07
H 8.56 -24.93 -2.13
H 7.82 -26.39 -1.55
H 8.59 -26.38 -3.13
H 10.05 -27.42 -1.36
H 11.20 -24.84 -2.38
H 11.14 -26.35 -3.33
H 14.29 -26.04 -1.28
H 13.38 -24.68 -2.00
H 13.91 -26.09 -2.99
H 11.18 -25.53 -0.13
H 9.81 -24.71 -0.14
C 11.27 -20.25 -4.70
C 10.62 -20.76 -3.43
C 10.01 -19.62 -2.61
O 11.09 -18.93 -2.01
C 10.75 -17.77 -1.26
N 9.50 -21.65 -3.74
H 12.21 -19.75 -4.46
H 10.61 -19.53 -5.18
H 11.59 -20.95 -5.47
H 11.37 -21.29 -2.83
H 9.35 -19.93 -1.79
H 9.44 -19.01 -3.32
H 9.85 -17.31 -1.68
H 11.56 -17.06 -1.46
H 10.50 -17.99 -0.22
H 9.72 -22.49 -4.25
H 9.00 -21.90 -2.90
```

**Charge**: +1
**HOMO-LUMO gap (alpha / beta)**: 5.052 / 3.396 eV
**Energy relative to the best compared isomer or geometry (same formula, charge and spin)**: 44.2 kcal/mol
**Spin multiplicity**: 9
**Total energy**: -128003.7408 eV

---

Entry 6:
C12H33BrMnN3O3 | ωB97M-V/def2-TZVPD

XYZ file:
```
53
C12H33BrMnN3O3, DFT ωB97M-V/def2-TZVPD
Mn 5.44 -11.27 -15.27
Br 7.84 -10.95 -14.41
C 1.38 -9.69 -15.87
C 2.89 -9.77 -15.71
C 3.28 -9.55 -14.25
O 4.71 -9.66 -14.14
C 5.20 -9.24 -12.84
N 3.35 -11.14 -16.12
H 0.96 -10.12 -16.78
H 1.00 -8.67 -15.79
H 0.87 -10.27 -15.09
H 3.38 -9.06 -16.36
H 2.86 -10.33 -13.60
H 2.88 -8.61 -13.86
H 6.27 -9.07 -12.85
H 4.91 -9.98 -12.11
H 4.71 -8.30 -12.57
H 3.00 -11.29 -17.07
H 2.69 -11.77 -15.65
C 11.45 -7.97 -13.32
C 10.07 -7.47 -12.82
C 9.20 -7.04 -13.98
O 9.75 -5.83 -14.48
C 9.35 -5.50 -15.76
N 9.40 -8.50 -12.01
H 12.11 -8.18 -12.48
H 11.88 -7.08 -13.81
H 11.49 -8.77 -14.06
H 10.34 -6.59 -12.23
H 8.14 -6.91 -13.74
H 9.24 -7.81 -14.76
H 8.27 -5.36 -15.84
H 9.66 -6.19 -16.56
H 9.80 -4.55 -16.07
H 9.14 -9.29 -12.60
H 10.08 -8.90 -11.38
C 7.00 -12.24 -19.21
C 6.72 -11.62 -17.87
C 6.05 -10.27 -18.01
O 5.81 -9.64 -16.74
C 6.03 -8.25 -16.77
N 5.90 -12.55 -17.02
H 7.62 -13.14 -19.15
H 7.51 -11.59 -19.92
H 6.05 -12.52 -19.68
H 7.66 -11.53 -17.32
H 5.14 -10.28 -18.61
H 6.72 -9.62 -18.59
H 5.31 -7.76 -17.43
H 7.05 -8.02 -17.07
H 5.90 -7.83 -15.77
H 5.00 -12.65 -17.50
H 6.30 -13.48 -17.01
```

**Charge**: +1
**HOMO-LUMO gap (alpha / beta)**: 7.801 / 7.444 eV
**Energy relative to the best compared isomer or geometry (same formula, charge and spin)**: 0.0 kcal/mol
**Spin multiplicity**: 6
**Total energy**: -124950.3309 eV

---

Entry 7:
C12H33ClI2O3P3Ti | ωB97M-V/def2-TZVPD

XYZ file:
```
55
C12H33ClI2O3P3Ti, DFT ωB97M-V/def2-TZVPD
I 0.07 1.83 0.73
I -0.16 -1.60 0.95
Ti 0.02 -0.01 -1.71
P -2.47 0.05 -0.92
C -3.22 0.08 0.75
C -3.27 1.51 -1.64
H -4.34 1.32 -1.75
H -4.38 -1.17 -1.75
H -2.83 1.73 -2.62
H -2.88 -1.61 -2.63
H -2.92 0.97 1.28
H -3.11 2.37 -0.98
C -3.30 -1.38 -1.64
H -4.31 0.05 0.67
H -3.17 -2.27 -0.99
H -2.90 -0.79 1.33
P 2.37 0.02 -0.53
C 3.25 -0.06 1.06
C 3.06 -1.44 -1.35
H 2.76 1.68 -2.25
H 4.25 1.18 -1.39
H 3.09 2.31 -0.62
C 3.20 1.45 -1.28
H 2.58 -1.62 -2.31
H 4.13 -1.25 -1.48
H 4.33 -0.17 0.83
H 2.94 -0.92 1.67
H 2.92 -2.32 -0.70
H 3.13 0.85 1.65
Cl 0.14 -0.03 -3.89
C 0.83 3.07 4.62
C 1.78 2.22 3.84
O 1.45 0.74 3.99
P 0.21 -0.04 3.31
O -1.10 0.74 3.76
C -2.06 0.26 4.81
C -1.76 0.97 6.08
O 0.09 -1.42 4.13
C 1.00 -1.83 5.24
C 2.29 -2.43 4.70
H -0.17 3.03 4.18
H 1.19 4.11 4.55
H 0.78 2.80 5.68
H 1.73 2.45 2.77
H 2.82 2.32 4.16
H -3.05 0.47 4.40
H -1.96 -0.82 4.89
H -0.73 0.75 6.40
H -1.91 2.05 6.00
H -2.44 0.62 6.87
H 1.14 -0.96 5.89
H 0.41 -2.56 5.79
H 2.93 -1.65 4.29
H 2.81 -2.95 5.51
H 2.07 -3.19 3.95
```

**Charge**: +3
**HOMO-LUMO gap (alpha / beta)**: 5.627 / 5.636 eV
**Total energy**: -98801.6386 eV

---

Entry 8:
C12H33F2N3O9P2S | ωB97M-V/def2-TZVPD

XYZ file:
```
62
C12H33F2N3O9P2S, DFT ωB97M-V/def2-TZVPD
O -2.70 -1.62 2.95
P -2.60 -0.82 1.73
O -2.12 0.69 1.91
O -3.99 -0.65 0.97
P -1.08 -1.74 0.46
N -0.98 -0.70 -0.93
F -2.13 0.07 -1.24
S 0.37 0.27 -1.13
O 1.33 -0.09 -0.15
O 0.68 0.38 -2.50
F -0.26 1.62 -0.68
H -1.16 0.77 2.01
H -3.91 -0.66 0.01
H -1.80 -2.81 -0.09
C -3.59 8.12 -0.84
O -2.92 7.17 -1.65
C -1.76 7.67 -2.31
C -0.51 7.03 -1.76
N -0.24 7.46 -0.40
C 0.84 6.75 0.27
C 0.66 5.26 0.53
O -0.35 4.95 1.47
C -1.67 4.85 0.95
H -4.51 7.65 -0.50
H -3.00 8.41 0.03
H -3.85 9.01 -1.42
H -1.71 8.76 -2.21
H -1.86 7.42 -3.37
H 0.34 7.31 -2.40
H -0.63 5.94 -1.85
H -1.09 7.36 0.14
H 1.01 7.24 1.23
H 1.76 6.89 -0.32
H 1.59 4.89 0.96
H 0.50 4.69 -0.40
H -1.67 4.48 -0.08
H -2.19 5.81 0.99
H -2.21 4.15 1.58
C 1.86 -8.12 2.68
O 2.92 -7.45 2.03
C 3.35 -8.06 0.82
C 3.03 -7.18 -0.37
N 1.60 -7.10 -0.60
C 1.20 -6.12 -1.60
C 1.47 -4.65 -1.31
O 0.72 -4.12 -0.23
C 1.29 -4.30 1.05
H 1.72 -7.63 3.64
H 0.92 -8.05 2.11
H 2.09 -9.17 2.85
H 2.88 -9.05 0.70
H 4.43 -8.20 0.88
H 3.51 -7.60 -1.26
H 3.49 -6.20 -0.18
H 1.14 -6.88 0.27
H 0.12 -6.23 -1.75
H 1.68 -6.37 -2.55
H 1.17 -4.08 -2.19
H 2.54 -4.44 -1.16
H 2.38 -4.31 1.01
H 0.95 -5.23 1.53
H 0.97 -3.47 1.68
```

**Charge**: 0
**HOMO-LUMO gap**: 8.715 eV
**SMILES string**: O=P(O)(O)PN(F)S(=O)(=O)F.COCCNCCOC.COCCNCCOC
**Total energy**: -70721.4301 eV

---

What is the charge in the third record?
-1

---

Look up the total energy of the sixth one.
-124950.3309 eV